The following is a DFT calculation (wB97M-V/def2-TZVPD) of a 2-piece molecular cluster, C21H37N2O3 overall in a non-equilibrium geometry.

```
63
C21H37N2O3 (wB97M-V/def2-TZVPD)
C -1.47 -1.94 5.46
C -0.85 -0.53 5.35
O 0.05 -0.56 4.23
C -1.90 0.58 5.22
N -1.42 1.82 5.88
C -1.68 3.00 5.10
O -2.82 3.41 4.98
O -0.69 3.66 4.44
C 0.60 3.60 5.06
C 1.56 2.60 4.43
C 1.98 2.94 2.98
C 1.21 2.24 1.87
C -0.04 1.68 2.02
C -0.70 1.03 1.01
C -0.09 0.91 -0.22
C 1.14 1.50 -0.40
C 1.79 2.15 0.62
H -0.69 -2.64 5.75
H -2.34 -1.97 6.12
H -1.75 -2.22 4.43
H -0.26 -0.32 6.25
H 0.93 -0.71 4.58
H -2.81 0.23 5.74
H -2.20 0.77 4.18
H -1.91 1.93 6.75
H 0.50 3.34 6.12
H 1.09 4.58 5.05
H 2.47 2.62 5.05
H 1.14 1.59 4.54
H 2.04 4.02 2.82
H 3.01 2.58 2.87
H -0.53 1.75 2.97
H -1.67 0.57 1.17
H -0.57 0.37 -1.04
H 1.62 1.41 -1.37
H 2.76 2.59 0.39
C -0.72 -3.42 -6.99
C -0.21 -2.00 -6.72
C 1.00 -1.93 -5.81
N 0.73 -1.87 -4.30
C 1.73 -2.77 -3.63
C 0.92 -0.46 -3.78
C -0.42 0.20 -4.02
C -1.43 -0.89 -3.70
C -0.67 -2.22 -3.84
H -0.76 -4.04 -6.09
H -1.71 -3.39 -7.43
H -0.06 -3.93 -7.69
H -1.03 -1.36 -6.37
H 0.08 -1.58 -7.69
H 1.59 -1.04 -6.04
H 1.64 -2.79 -5.99
H 2.73 -2.44 -3.88
H 1.56 -3.79 -3.98
H 1.58 -2.72 -2.55
H 1.13 -0.53 -2.71
H 1.76 0.02 -4.28
H -0.51 0.52 -5.06
H -0.56 1.09 -3.40
H -2.30 -0.84 -4.36
H -1.81 -0.79 -2.69
H -1.14 -2.92 -4.52
H -0.59 -2.70 -2.87
```

Calculated values
Net charge = +1

The following is a DFT calculation (wB97M-V/def2-TZVPD) of C21H21N3O4S in the gas phase.

```
50
C21H21N3O4S (wB97M-V/def2-TZVPD)
C 4.25 -0.37 2.36
O 3.02 0.32 2.41
C 2.35 0.54 1.26
C 1.13 1.21 1.38
C 0.37 1.49 0.26
C 0.81 1.10 -1.00
C 2.01 0.43 -1.10
S 2.62 -0.08 -2.70
O 1.58 0.05 -3.68
O 3.88 0.57 -2.95
N 3.00 -1.70 -2.46
C 1.90 -2.62 -2.68
C 0.87 -2.35 -1.63
C 1.16 -2.60 -0.29
C 0.29 -2.22 0.70
C -0.92 -1.60 0.38
C -1.75 -1.10 1.52
O -1.27 -0.82 2.60
N -3.08 -0.99 1.27
C -3.98 -0.35 2.20
C -4.09 1.12 1.89
C -3.03 1.98 2.15
C -3.16 3.32 1.81
C -4.34 3.74 1.22
C -5.34 2.81 1.01
N -5.22 1.53 1.33
C -1.23 -1.38 -0.95
C -0.34 -1.75 -1.95
C 2.80 0.16 0.00
H 4.13 -1.37 1.95
H 4.99 0.18 1.76
H 4.59 -0.43 3.39
H 0.79 1.48 2.36
H -0.57 2.00 0.36
H 0.24 1.30 -1.90
H 3.83 -1.92 -3.00
H 1.46 -2.48 -3.68
H 2.28 -3.64 -2.59
H 2.10 -3.07 -0.04
H 0.52 -2.38 1.75
H -3.43 -1.17 0.34
H -3.55 -0.49 3.20
H -4.96 -0.82 2.14
H -2.13 1.60 2.61
H -2.36 4.02 1.99
H -4.49 4.78 0.94
H -6.28 3.08 0.55
H -2.14 -0.87 -1.23
H -0.57 -1.53 -2.98
H 3.73 -0.36 -0.16
```

Calculated values
SMILES = COc1cccc(S(=O)(=O)NCc2ccc(C(=O)NCc3ccccn3)cc2)c1

The following is a DFT calculation (wB97M-V/def2-TZVPD) of a 2-piece molecular cluster, CHBrF2O overall in a non-equilibrium geometry.

```
6
CHBrF2O (wB97M-V/def2-TZVPD)
C 0.25 -1.07 0.43
O -0.58 -0.48 2.17
F 0.64 0.07 -0.19
F 1.29 -1.70 0.93
Br -2.27 -0.55 1.97
H -0.61 -1.59 0.13
```

The following is a DFT calculation (wB97M-V/def2-TZVPD) of C8H16N2O3 in the gas phase in a non-equilibrium geometry.

```
29
C8H16N2O3 (wB97M-V/def2-TZVPD)
C 2.31 -1.15 1.43
C 2.10 -0.75 -0.13
C 2.04 -1.99 -1.02
C 0.80 0.11 -0.02
N -0.35 -0.33 -0.87
C -1.67 -0.57 -0.77
O -2.35 -0.93 -1.74
C -2.29 -0.39 0.63
C -2.49 1.15 0.80
N -1.60 -1.00 1.69
C 1.10 1.57 -0.15
O 1.94 2.06 0.50
O 0.38 2.37 -0.94
H 1.62 -1.88 1.90
H 2.02 -0.19 1.69
H 3.42 -1.43 1.76
H 2.98 -0.14 -0.59
H 2.89 -2.54 -0.73
H 2.08 -1.78 -2.07
H 1.06 -2.42 -0.81
H 0.30 0.13 0.98
H -0.09 -0.69 -1.81
H -3.31 -0.86 0.47
H -1.50 1.64 0.79
H -2.92 1.62 -0.02
H -3.12 1.34 1.69
H -1.90 -2.00 1.80
H -1.75 -0.63 2.60
H 0.75 3.13 -0.65
```

Calculated values
SMILES = CC(C)[C@H](NC(=O)[C@H](C)N)C(=O)O

The following is a DFT calculation (wB97M-V/def2-TZVPD) of a 8-piece molecular cluster, H16O8 overall.

```
24
H16O8 (wB97M-V/def2-TZVPD)
O 1.05 5.54 -1.13
H 1.44 6.38 -1.37
H 1.73 5.09 -0.64
O 1.85 -3.94 -5.11
H 2.10 -4.07 -6.02
H 2.47 -4.48 -4.61
O 3.09 2.64 2.11
H 3.45 3.10 2.86
H 3.57 1.81 2.08
O -4.59 -2.77 2.44
H -4.47 -2.63 3.38
H -3.77 -2.49 2.04
O -0.37 0.92 -5.07
H 0.31 0.26 -4.92
H -0.15 1.62 -4.45
O -1.74 4.97 4.67
H -1.62 5.87 4.36
H -1.88 4.46 3.88
O -0.93 -7.10 1.43
H -0.84 -6.27 1.90
H -0.18 -7.62 1.72
O -0.54 -0.56 0.21
H 0.16 -1.00 -0.27
H -0.14 0.26 0.51
```

Calculated values
SMILES = O.O.O.O.O.O.O.O

The following is a DFT calculation (wB97M-V/def2-TZVPD) of an isolated ion of composition C5H12NO and charge +1 in a non-equilibrium geometry.

```
19
C5H12NO (wB97M-V/def2-TZVPD)
C 1.52 -0.29 -1.33
C 0.43 0.51 -0.51
C -0.80 0.74 -1.37
C 0.14 0.04 1.02
N -0.24 -1.42 1.01
C -1.10 0.78 1.74
O -1.56 0.28 2.75
H 1.30 -0.07 -2.37
H 1.52 -1.48 -1.32
H 2.54 0.03 -0.96
H 0.76 1.54 -0.23
H -1.40 1.30 -0.57
H -1.37 -0.20 -1.64
H -0.58 1.30 -2.22
H 1.11 0.11 1.61
H 0.23 -1.99 0.25
H -0.16 -1.66 1.92
H -1.30 -1.40 0.72
H -1.04 1.88 1.50
```

Calculated values
SMILES = CC(C)[C@H]([NH3+])C=O
Net charge = +1

Energy above the lowest of the compared OMol25 structures with the same formula, charge and spin for every record listed, in sequence, given in kJ/mol: 0.0; 140.3; 385.0; 274.2; 289.9; 216.5.
LUMO level for every record listed, in sequence, given in eV: -2.29; 0.31; -0.41; 0.71; 0.20; -4.46.